C26H29N3OPdS2 as an isolated structure. Source: the OMol25 dataset; level of theory: the ωB97M-V functional and the def2-TZVPD basis.

Calculated values
Spin multiplicity: 3
E_HOMO (spin up / spin down) (eV): -14.19 / -14.18
Charge: +2
Lowest unoccupied orbital energy (spin up / spin down) (eV): -7.025 / -7.950

```
62
C26H29N3OPdS2, DFT the ωB97M-V functional and the def2-TZVPD basis
H -0.80781 5.54442 1.69965
C 0.79276 5.34592 3.11645
H -4.14529 -1.20903 -0.61511
O 1.64539 -1.00099 -4.83659
H 4.96200 -0.87388 -2.72942
H 2.09071 -2.91833 -4.34779
H 0.71136 -3.27396 -0.57677
C 4.01144 -3.89603 -0.30358
C -0.30555 3.48463 0.00213
C 2.33218 3.53940 2.72374
H 4.73065 -4.51030 0.22315
C 3.51196 -2.18813 -1.91268
C -0.45158 1.07743 -0.50228
N -1.64940 -0.41820 0.96586
C 2.56156 -2.11980 -4.92122
H 0.47399 6.19723 3.70358
C -5.81579 -1.08230 2.86747
C -3.84664 -1.37921 1.51292
Pd 0.82698 -0.99560 -2.62214
C 3.95148 -1.20817 -2.96133
H 4.42644 -1.06828 -5.04621
H -2.14403 -2.43991 0.69848
H -2.86038 1.99955 0.77905
C 1.61698 3.17349 1.59492
H 1.93633 -0.29561 -5.42698
C -5.96338 -0.89425 0.47333
H 3.21982 2.98728 3.00475
H 2.28017 -4.72839 0.68087
S 0.74328 1.19240 -1.70790
H -6.55330 -0.73328 -0.41962
H 2.63200 -2.45920 -5.95341
C 0.06970 4.97511 1.98870
H -3.87242 -1.53142 3.65842
H 2.48216 4.91824 4.36252
H -1.75921 2.81060 1.91284
H -7.62855 -0.65858 1.80676
C 3.94036 -1.78788 -4.38378
C -1.86553 1.97169 1.22951
H 4.53618 -2.70316 -4.41900
H 3.32495 -0.31609 -2.91365
H -6.28645 -1.06525 3.84181
C 1.77986 -3.20878 -0.72933
C 4.43712 -2.97953 -1.24749
C 0.48094 3.89124 1.22461
C -2.36446 -1.64377 1.40258
C 2.65511 -4.01700 -0.04096
C -4.45440 -1.34038 2.76232
C 1.91939 4.62737 3.48544
H -2.42840 0.50310 2.66432
H -1.95507 -1.90856 2.37778
H -0.67189 0.68206 2.47453
C -4.60673 -1.15740 0.36592
C -1.62908 0.68058 1.94944
H 5.48862 -2.86832 -1.47694
N 2.19545 -2.31420 -1.64011
H 0.29532 3.51359 -0.90134
S -1.24737 -1.41331 -1.45195
C -1.12822 -0.25132 -0.21496
C -6.56782 -0.85580 1.72492
N -0.84610 2.11505 0.17564
H 1.95452 2.33869 0.98711
H -1.16229 4.14452 -0.13897
```

Atomic partial charges in e from the Mulliken method, atoms 1 to 2:
1 H 0.396
2 C -0.600

=====

C26H30As2N2O5S2SeZn as an isolated structure in a non-equilibrium geometry. Source: the OMol25 dataset; level of theory: the ωB97M-V functional and the def2-TZVPD basis.

Calculated values
Energy relative to the best compared isomer or geometry (same formula, charge and spin) (kJ/mol): 34.6
E_HOMO (eV): -2.42
Charge: -2
Lowest unoccupied orbital energy (eV): 4.332

```
69
C26H30As2N2O5S2SeZn, DFT the ωB97M-V functional and the def2-TZVPD basis
C -1.87712 1.74624 5.67239
H -5.08437 0.72334 3.00663
H -0.53825 3.89103 3.40699
Se 3.25914 -0.15239 2.45238
As -0.29206 -2.80854 -2.03311
H -1.90397 -4.13285 -3.60808
C -2.09942 -0.63641 5.76123
H -2.72596 -3.48503 -2.17446
C 1.33850 -2.60587 -5.96678
C 1.93687 -1.55102 -3.42667
H -0.96579 0.51463 7.17419
C 0.81183 -2.38631 -3.60923
H -2.33955 -2.40198 -3.51368
H -2.87008 2.71562 4.03832
H -3.76683 1.56994 2.16791
Zn 0.74521 0.12869 1.82117
S -3.89537 -0.72069 1.57497
C -2.19830 -0.44407 0.99878
C 0.29652 -4.69645 -1.87359
C -2.66576 1.77343 4.53322
H -1.85808 -1.58727 6.22053
C -0.65303 1.95268 -0.81774
H 1.10947 -3.02281 -6.94156
As 2.28908 -0.76997 -1.60272
H -0.37180 -5.19104 -1.16687
H -1.50600 4.41408 -1.39083
C -3.17406 0.59832 3.99134
H -0.18750 3.09368 -2.57528
H -1.38300 6.04736 2.55060
H -1.46007 2.66678 6.06325
C 3.79531 0.37817 -2.17637
N -2.15397 0.45396 0.09765
S -0.97453 -1.40315 1.79370
H 0.26700 -5.21360 -2.83499
O 1.89051 -0.25924 3.37928
H 4.12712 0.91304 -1.28632
H 3.48187 1.10384 -2.92863
H 4.62980 -0.21020 -2.56382
H -1.87458 6.31855 0.12885
C -1.23821 5.21294 1.87143
C -1.29452 4.30058 -0.33266
H 3.08610 -1.56013 -6.63867
H 1.22066 2.44320 -1.72266
C 3.42866 -2.25199 -1.01887
O -0.19533 1.76850 2.03756
C -1.59255 0.53974 6.29126
H 4.13410 -2.53507 -1.80304
C 2.44368 -1.78975 -5.79518
H 2.83064 -3.11949 -0.74502
C -0.85813 3.06263 0.13372
C -1.50962 5.37419 0.51495
H -3.24043 -1.52912 4.18036
H 3.58701 -0.61740 -4.43152
C -2.88467 -0.60779 4.61935
C -0.58356 2.88027 1.51896
C -0.77690 4.00878 2.35686
C -4.02386 0.68057 2.74469
O 2.56594 0.20784 0.96105
O 4.24198 1.01233 2.96049
H 3.96881 -1.92847 -0.12773
C 2.72554 -1.26761 -4.54106
C 0.52940 -2.88803 -4.87671
H 1.30767 -4.74206 -1.47304
C 0.19447 2.22714 -2.03066
O 4.05611 -1.54693 2.37009
N -1.14516 0.77863 -0.71720
C -1.98961 -3.26642 -2.94901
H -0.33878 -3.52279 -5.02328
H 0.19176 1.35122 -2.67711
```

Atomic partial charges in e from the Mulliken method, atoms 1 to 2:
1 C -0.445
2 H 0.390

=====

C26H30F5N6SbScSe5 as an isolated structure in a non-equilibrium geometry. Source: the OMol25 dataset; level of theory: the ωB97M-V functional and the def2-TZVPD basis.

Calculated values
Energy relative to the best compared isomer or geometry (same formula, charge and spin) (kJ/mol): 311.7
E_HOMO (eV): -3.92
Charge: -1
Lowest unoccupied orbital energy (eV): 1.718

```
74
C26H30F5N6SbScSe5, DFT the ωB97M-V functional and the def2-TZVPD basis
H 4.12682 1.96402 -2.92074
H 3.09740 4.36438 2.85694
H 2.95060 -3.75410 -2.29045
H 2.37617 3.16262 3.93394
C 1.01602 1.73801 -3.46127
C 0.72729 2.48361 -1.14778
C -0.04250 4.69503 0.49655
H 4.28936 0.48532 -4.66160
C 1.06829 1.44109 -2.11128
C -3.62131 -0.84560 0.00534
C -0.09891 4.80943 -0.85396
C 0.78225 -2.57968 -2.59122
H -0.13061 4.91290 -3.44210
N 1.95825 0.70282 3.18367
N 1.22375 1.25619 1.02354
H 3.32070 3.37627 0.17264
H 3.52122 -2.95818 -3.77245
C 0.82406 2.42000 0.31781
C 0.27984 3.73558 -1.69316
H 4.12869 3.16421 3.66343
F -4.90044 -2.81079 0.29723
H 4.72708 3.08315 1.22114
H 3.39790 -1.03401 -4.69287
C -4.83097 1.19310 -0.56602
C -4.83751 -1.50389 0.01999
C 4.02679 -0.40031 -4.07542
C 3.22889 -2.80135 -2.73418
H 3.31535 1.51219 -1.41313
Se 3.21007 -3.28148 3.60347
C 0.75656 0.01914 3.65128
H 1.26341 0.95397 -4.16326
C 3.13500 0.53506 4.03488
N 3.30264 0.05394 -2.90684
F -7.17507 1.13394 -0.81109
C 0.61283 2.98126 -3.95214
Se 0.89609 -2.00434 0.69888
H 0.98057 -1.03819 3.81162
C 0.40999 3.50125 1.06750
Se 4.77283 -0.90190 0.53102
H 4.03427 0.63292 3.43057
N 2.94239 2.45832 2.05466
C -6.02831 0.50281 -0.54052
H 4.88639 0.80414 -1.76461
H 4.05786 -2.41727 -2.14059
N 1.29245 0.10905 -1.71250
H 3.13605 1.24721 4.86374
C 3.15487 3.32290 3.19121
H 3.11334 -0.48689 4.41499
C -6.02872 -0.85315 -0.25102
H 0.55662 -2.93505 -3.60229
Se 3.47149 -4.83632 -0.17805
C 3.77150 2.67659 0.88767
Sc -0.12077 -0.01879 -0.05868
H 0.43938 3.40701 2.14492
N 2.07677 -1.90567 -2.60540
F -7.19155 -1.51250 -0.23178
C 2.01668 1.45068 2.08289
C -3.67297 0.49183 -0.29584
F -2.49311 1.18413 -0.34217
Sb 3.33055 -2.80863 1.19341
F -4.81509 2.50016 -0.84786
H 0.58570 3.14910 -5.02134
H -0.05262 0.11384 2.93189
H 0.82589 -3.42610 -1.90514
H -0.34821 5.51408 1.13445
C 2.21712 -0.59410 -2.40047
H -0.01010 -1.91157 -2.26733
H 0.44897 0.47478 4.59913
H 4.94800 -0.92933 -3.82157
C 3.95090 1.14993 -2.21290
H -0.43883 5.72496 -1.32085
C 0.22384 3.95386 -3.08664
H 3.97739 1.71174 0.42374
Se -1.79597 -1.72506 0.40564
```

Atomic partial charges in e from the Mulliken method, atoms 1 to 2:
1 H 0.353
2 H 0.403

=====

C26H30FN5O12OsP2S as an isolated structure. Source: the OMol25 dataset; level of theory: the ωB97M-V functional and the def2-TZVPD basis.

Calculated values
Energy relative to the best compared isomer or geometry (same formula, charge and spin) (kJ/mol): 0.0
E_HOMO (spin up / spin down) (eV): -13.11 / -13.12
Charge: +2
Lowest unoccupied orbital energy (spin up / spin down) (eV): -5.699 / -5.700

```
78
C26H30FN5O12OsP2S, DFT the ωB97M-V functional and the def2-TZVPD basis
H -11.31234 -2.44431 -0.30505
H -0.82855 -7.60788 -0.50829
C 0.09373 -4.59810 -1.77583
S -1.19968 -3.14983 1.64886
H -3.00925 -0.35539 4.11888
O 1.01579 4.31114 -1.01280
O 1.80484 0.55184 -2.23718
H -6.12567 -0.24490 4.23990
P 2.69956 0.62429 -1.05281
C -5.05482 -0.39359 1.51220
C 4.09079 2.86063 0.04062
H -11.25632 -0.66990 1.12146
O -2.62283 -2.95194 1.71010
C -9.25463 0.02130 0.55185
C -6.40997 -0.56666 1.21342
H -10.93372 -0.37387 -1.55082
F -6.38171 0.17175 -2.32640
C -5.45795 -1.01326 3.87086
C -10.23056 -1.20283 -1.59670
C -0.26874 -3.82715 -0.68731
H 5.02400 2.51762 -0.40928
O 0.20306 1.99908 -0.25836
C 2.90634 2.43299 -0.81238
H -3.91598 -2.37930 4.69719
N -0.50940 -1.93693 0.71976
O 2.18542 0.05951 0.26976
H -8.74642 0.15305 -2.31943
H -9.69002 -2.69642 -0.27054
H -9.93627 -1.70087 1.71278
C -4.62178 0.09013 -0.80577
H 4.00286 2.41464 1.02963
N -8.25882 -0.53715 -0.34408
H -10.50466 -1.84369 -2.43107
H 2.58152 2.36108 -2.86889
C -0.13048 -2.39039 -0.44783
C -4.14791 -0.06554 0.50147
Os 0.07593 0.09832 0.08633
N -10.40809 -1.97218 -0.31829
H -5.57384 -3.03909 2.99888
C -3.30967 -0.27322 3.08352
H 0.15376 -6.60577 -2.51780
H 4.13017 3.94406 0.16541
O 0.07699 0.40664 1.95739
C -1.00406 0.31211 2.75004
H 0.53814 -4.14903 -2.65355
C -8.77235 -0.74310 -1.69435
O 4.16299 0.08242 -1.33385
O 1.49903 3.37600 1.35276
C -5.95081 -0.04980 -1.06988
H 1.43976 4.30653 1.60739
C -0.12382 -5.96832 -1.68972
H -8.79745 0.39050 1.46495
N 3.00444 3.02874 -2.20583
C -5.93904 -2.43506 3.81917
O -0.87142 0.42707 3.93590
H 2.42507 3.89250 -2.20648
H -3.94018 0.35685 -1.60163
H 4.52294 -0.49253 -0.64541
H -7.08527 -0.86410 2.00173
H 3.96754 3.23108 -2.47034
H -6.95119 -2.63658 4.14175
O -1.94806 0.22850 -0.19706
C -1.05120 -5.75699 0.54474
C -10.27038 -1.06938 0.89228
C -2.35830 0.07334 2.15080
H -5.23264 -1.91375 5.87171
H -9.75397 0.87820 0.08658
C -2.73405 0.09189 0.78905
H -1.47793 -6.19984 1.43408
C -4.92564 -2.02006 4.84202
O -0.47265 -3.31515 2.86032
C -6.88973 -0.38493 -0.07351
N -4.58055 -0.55325 2.80895
O 0.34398 -1.47414 -1.19747
H -8.17565 -1.50842 -2.18914
P 1.28653 3.11703 -0.19167
C -0.68284 -6.53696 -0.54943
C -0.83011 -4.40255 0.44332
```

Atomic partial charges in e from the Mulliken method, atoms 1 to 2:
1 H 0.350
2 H 0.426